Record 1
23
Properties=species:S:1:pos:R:3 method="wB97M-V/def2-TZVPD" lumo_energy_ev=-8.305 gap_ev=9.15 charge=+2 spin_multiplicity=1
Sc 0.1064 0.8661 -1.1708
O -3.2149 -1.1584 0.5364
C -2.0719 -0.6536 0.2316
O -1.8704 0.0782 -0.7625
C -0.9269 -0.9683 1.1229
C -0.8924 -1.7458 2.2594
C 0.3455 -1.8748 2.9045
C 1.4752 -1.2419 2.4052
C 1.3359 -0.4798 1.2504
N 0.1648 -0.3606 0.6506
C 2.4279 0.2866 0.5268
O 3.5574 0.3261 0.8667
O 1.8883 0.9115 -0.5644
H -3.9142 -0.9064 -0.0957
H -1.7804 -2.2347 2.6356
H 0.4183 -2.4763 3.8009
H 2.4423 -1.3276 2.8827
N -0.1050 2.5871 -2.5996
N 0.2471 1.3857 -3.3466
H -0.9857 2.9752 -2.9337
H 0.5987 3.3155 -2.7196
H 1.1666 1.4844 -3.7774
H -0.4125 1.2116 -4.1032

Record 2
41
Properties=species:S:1:pos:R:3 method="wB97M-V/def2-TZVPD" lumo_energy_ev=-4.924 gap_ev=7.51 charge=+1 spin_multiplicity=1
O -2.4003 -0.1911 3.1298
V -2.1942 0.0133 1.6261
O -2.4965 1.4259 1.1115
O -0.3156 3.9541 -2.7441
V -1.7308 3.5613 -2.4521
O -2.6132 4.8157 -2.5625
Cl -2.1464 1.7274 -3.5629
C -1.0951 -3.3201 1.3568
C -0.9561 -2.1979 0.3648
C -2.2388 -2.0202 -0.4205
O -3.1320 -1.3728 0.6209
C -4.5685 -1.1867 0.2696
N -0.3748 -0.9691 0.9051
H -1.2430 -4.3207 0.9360
H -1.9410 -3.0979 2.0581
H -0.2002 -3.3239 1.9748
H -0.2449 -2.4609 -0.4332
H -2.8024 -2.9532 -0.6633
H -2.2376 -1.3240 -1.3129
H -4.9691 -0.5490 1.0598
H -5.1431 -2.1125 0.0869
H -4.4549 -0.5856 -0.6331
H 0.0608 -0.4511 0.1050
H 0.4205 -1.1771 1.5121
C 2.1066 2.3735 0.4509
C 2.0948 1.4619 -0.7287
C 3.0007 0.3118 -0.5133
O 4.3122 0.9056 -0.3708
C 5.1836 0.2851 0.5465
N 0.7100 0.9141 -0.9912
H 3.0774 2.7812 0.5524
H 1.9529 1.8184 1.3844
H 1.4720 3.2109 0.3589
H 2.4622 1.8758 -1.6648
H 3.1165 -0.3674 -1.3796
H 2.6688 -0.2301 0.3975
H 5.5611 -0.6844 0.1101
H 4.6197 0.0037 1.4591
H 5.9590 1.0217 0.7781
H 0.6298 0.7624 -1.9736
H 0.0900 1.6717 -0.7487

Record 3
11
Properties=species:S:1:pos:R:3 method="wB97M-V/def2-TZVPD" lumo_energy_ev=0.448 gap_ev=9.03 smiles="C=NOC(C)=S" spin_multiplicity=1
C 2.4592 -0.6162 -0.0555
N 1.2798 -1.0643 0.0927
O 0.3878 0.0050 -0.0461
C -0.9139 -0.3361 0.0036
C -1.7307 0.9554 0.0267
S -1.5756 -1.7932 -0.0269
H 2.6527 0.4128 -0.2197
H 3.2623 -1.3102 0.1678
H -1.6330 1.4385 0.9374
H -1.4098 1.5680 -0.7678
H -2.7789 0.7404 -0.1120

Maximum force
In order: 0.125; 4.470; 2.365
Unit: eV/Å